Record 1
The following is a quantum chemistry calculation of a structure of composition C9H12AsN10O9S5Tl, from the OMol25 dataset.

The geometry in XYZ format:
```
47
Properties=species:S:1:pos:R:3:forces:R:3
Tl -0.51605 0.94840 0.67904 0.36 0.00 0.33
S 0.67113 5.05601 2.58791 -0.57 -0.76 1.18
As 0.02905 3.05261 3.18766 0.39 0.87 -0.73
S -1.96574 2.59455 2.37475 0.71 -0.21 0.05
S 1.47065 1.52873 2.64682 -0.71 -0.15 -0.41
S 0.15348 3.04067 5.37380 -0.16 0.13 -0.12
N 0.58366 3.32265 -1.02788 -2.81 -2.03 -0.84
N 1.04067 4.42462 -0.40221 0.87 1.55 2.34
C 2.25809 4.88786 -0.76883 -1.88 -0.27 -0.10
N 2.84271 5.77078 0.06995 0.49 0.23 1.29
S 2.80812 4.45449 -2.27959 1.36 0.29 -0.56
H 1.19148 3.17715 -1.84216 -0.32 -0.26 0.07
H -0.41722 3.45142 -1.34561 1.67 -0.03 0.14
H 0.68372 4.53896 0.61291 0.90 0.00 -1.63
H 2.57080 5.70439 1.07428 0.32 -0.02 -1.09
H 3.83153 5.89999 -0.11305 -0.36 0.04 0.09
N -0.45048 -0.69944 -3.08773 1.41 0.30 0.50
N -1.66500 -0.83746 -2.45294 -2.17 -1.65 1.14
C -2.40723 0.19752 -2.05748 1.31 0.35 -1.32
N -3.50905 -0.07918 -1.36972 -0.25 -0.33 0.41
N -1.81763 1.36354 -2.45182 -1.75 2.50 0.77
N -2.59839 2.57487 -2.32830 2.07 -2.55 -0.17
O -1.91130 3.60606 -2.35179 -1.77 -0.67 -0.08
O -3.81752 2.48734 -2.27578 0.17 0.91 0.08
H -0.48695 0.25904 -3.44924 0.43 -0.43 0.02
H 0.25295 -0.73941 -2.30481 -0.37 -0.06 -1.14
H -2.00454 -1.78460 -2.10710 0.94 1.18 -0.62
H -3.46065 -0.99642 -0.87062 -0.49 0.79 -0.31
H -4.20064 0.64425 -1.26627 0.10 -0.21 0.27
O -2.53118 -2.75844 -0.70997 0.22 0.83 1.25
C -1.73753 -2.32470 0.19805 -0.06 -1.34 -1.52
O -1.91246 -1.30513 0.91151 0.40 0.15 -0.28
C -0.48376 -3.17940 0.39292 0.13 1.06 -0.31
C -0.58396 -4.44721 0.85395 0.60 0.76 0.19
C 0.58191 -5.07076 1.41211 -2.98 -0.61 -0.67
C 1.74665 -4.40810 1.56098 0.80 -0.61 -0.42
C 1.87771 -3.23039 0.86730 1.02 0.70 0.56
C 0.84956 -2.63551 0.05834 0.08 0.83 -1.41
O 1.07539 -1.80478 -0.88114 -1.14 -0.89 2.09
N 3.08624 -2.49185 1.12888 1.01 2.33 -0.90
O 3.42322 -1.59408 0.31442 -0.41 -1.82 1.43
O 3.70521 -2.67283 2.18737 -0.48 -0.38 -0.78
N 0.32052 -6.35726 1.93636 -0.54 -0.72 1.39
O -0.87764 -6.71089 2.09029 1.88 -0.02 -0.36
O 1.27900 -7.03802 2.31345 -0.55 -0.01 -0.25
H -1.55080 -4.92616 0.84973 0.10 -0.08 0.29
H 2.57225 -4.89388 2.06124 0.03 0.32 0.16
```
Positions in Å, forces in eV/Å.

Properties
- gap between HOMO and LUMO (alpha / beta) (eV) = 4.52 / 4.71
- ΔE to the lowest compared entry with this formula, charge and spin (kcal per mole) = 20.46
- M (g/mol) = 843.896
- multiplicity = 1
- net charge = -2
- largest force on an atom (Eh/bohr) = 0.069



Record 2
The following is a quantum chemistry calculation of a structure of composition C9H12Cl2InLaN2O4, from the OMol25 dataset.

The geometry in XYZ format:
```
31
Properties=species:S:1:pos:R:3:forces:R:3
La -4.84210 -2.25076 -1.12722 1.81 -4.64 0.33
In -2.16928 0.66773 0.39659 0.28 -1.37 0.36
Cl -2.75699 -1.63620 -2.47622 0.24 0.50 0.18
Cl -3.75213 -1.63080 1.24920 0.63 1.17 -0.11
C -2.23157 1.56624 2.74139 1.04 -0.44 3.59
C -5.49155 -0.45282 -2.63046 -1.04 5.25 -5.26
C -6.63257 -0.76578 -0.38702 -5.88 4.83 3.52
O -1.97988 1.54042 3.85299 -0.97 0.31 -3.50
O -5.65663 0.38071 -3.40492 0.56 -3.25 3.10
O -7.43275 -0.06638 0.06592 3.57 -3.13 -2.13
C 0.46072 2.22415 -0.21210 -0.47 0.34 -0.22
N 1.43411 1.16503 0.02276 -1.17 -0.81 0.02
C 2.81024 1.57737 -0.05366 1.34 0.19 -0.13
C 3.73494 0.50813 0.46402 0.36 0.23 0.54
C 3.33264 -0.82738 -0.08897 0.80 0.18 0.33
N 1.96047 -1.08245 0.28880 0.29 -1.15 -1.25
C 1.55487 -2.46912 0.30111 -0.76 -0.55 0.49
C 1.02304 -0.10548 0.23744 -1.27 1.27 0.70
O -0.19962 -0.44526 0.44299 -0.19 1.20 -0.35
H -0.24720 1.95624 -1.02212 0.37 0.01 0.19
H 0.98301 3.13550 -0.53671 -0.13 -0.32 0.09
H -0.08186 2.49115 0.71166 0.26 -0.10 -0.08
H 3.03779 1.78355 -1.11227 -0.14 0.23 0.09
H 2.92741 2.50433 0.52740 -0.11 -0.14 -0.28
H 3.68860 0.47716 1.55854 0.21 0.03 -0.09
H 4.76010 0.73493 0.16019 -0.08 0.00 0.15
H 3.94600 -1.64146 0.30897 -0.09 0.04 -0.18
H 3.42123 -0.82127 -1.18693 -0.22 -0.28 -0.04
H 1.81641 -2.94128 -0.65699 0.21 0.17 0.05
H 2.10124 -2.99973 1.09133 0.13 0.09 -0.09
H 0.48127 -2.57649 0.47431 0.38 0.13 -0.02
```
Positions in Å, forces in eV/Å.

Properties
- gap between HOMO and LUMO (alpha / beta) (eV) = 6.65 / 6.59
- ΔE to the lowest compared entry with this formula, charge and spin (kcal per mole) = 0.00
- M (g/mol) = 536.835
- multiplicity = 1
- net charge = +4
- largest force on an atom (Eh/bohr) = 0.163



Record 3
The following is a quantum chemistry calculation of a structure of composition C9H12ClMoO6PS4Te, from the OMol25 dataset.

The geometry in XYZ format:
```
35
Properties=species:S:1:pos:R:3:forces:R:3
Mo -1.32824 1.08795 -0.12597 -0.23 0.33 -0.31
O -3.05437 -2.57134 4.87167 -0.01 -0.01 0.00
C -2.89565 -1.78109 4.01976 0.03 0.03 -0.03
S -3.69486 -1.88235 2.39525 0.02 0.02 -0.07
C -3.01889 -0.44514 1.77770 -0.06 0.03 0.06
C -2.13935 0.29941 2.63079 -0.03 -0.01 0.04
S -1.40453 1.74902 2.12470 0.02 0.00 -0.02
S -1.83381 -0.32178 4.18769 0.02 0.03 -0.06
S -3.39605 0.07306 0.19791 0.05 -0.04 -0.01
Cl 0.30593 4.18138 0.08662 -0.02 -0.01 0.03
C -1.12971 4.94720 -0.60777 -0.01 0.02 -0.14
C -2.17614 4.00005 -1.15098 -0.07 0.04 0.25
O -3.17932 4.28003 -1.68281 0.07 0.02 -0.14
O -1.91272 2.62335 -0.85963 0.27 -0.48 0.27
H -0.82922 5.59587 -1.42863 0.04 0.01 0.01
H -1.60702 5.56247 0.15409 -0.03 -0.02 -0.01
C 4.08532 0.89416 -0.05164 0.03 -0.01 0.01
C 3.57687 -0.51124 0.11297 0.02 -0.04 0.00
O 2.13362 -0.47901 0.47162 -0.06 0.05 -0.08
P 0.98997 -0.77183 -0.51985 0.01 -0.07 0.04
O -0.31720 -0.49884 0.33118 0.09 0.01 0.10
Te 0.52727 0.84161 -2.22381 -0.14 0.02 0.10
O 1.09712 -2.25466 -0.92053 0.05 0.11 -0.04
C 0.50744 -2.93519 -2.10122 -0.05 -0.03 0.05
C -0.09585 -4.23180 -1.63792 0.00 0.00 -0.03
H 5.16861 0.86093 -0.17049 0.00 0.00 -0.02
H 3.86347 1.48793 0.83391 0.01 0.00 0.00
H 3.66506 1.38236 -0.93108 -0.01 0.00 0.02
H 4.03903 -1.02978 0.94724 -0.02 0.00 0.01
H 3.69121 -1.11950 -0.78435 0.01 0.00 0.00
H 1.33602 -3.08045 -2.78887 0.01 0.00 0.00
H -0.22757 -2.26482 -2.54620 0.01 0.00 -0.02
H 0.64498 -4.84100 -1.12363 0.00 0.00 0.00
H -0.44562 -4.78530 -2.50966 0.00 0.01 0.00
H -0.94579 -4.06167 -0.97804 0.01 0.00 0.02
```
Positions in Å, forces in eV/Å.

Properties
- gap between HOMO and LUMO (alpha / beta) (eV) = 5.97 / 5.66
- ΔE to the lowest compared entry with this formula, charge and spin (kcal per mole) = 11.65
- M (g/mol) = 634.424
- multiplicity = 1
- net charge = +2
- largest force on an atom (Eh/bohr) = 0.012



Record 4
The following is a quantum chemistry calculation of a cluster of 3 separate species, C9H12F2O9 in total, from the OMol25 dataset.

The geometry in XYZ format:
```
32
Properties=species:S:1:pos:R:3:forces:R:3
O 3.50637 3.70926 -0.01549 -0.11 -0.14 0.72
C 3.91289 2.60587 0.13513 1.06 0.41 -0.96
O 4.28702 1.81598 -0.87222 -0.10 -1.05 -1.16
C 4.21944 0.45499 -0.44190 -2.27 0.36 1.56
C 4.28471 0.59566 1.11659 1.19 -1.17 -2.01
F 5.45420 0.01020 1.53793 0.13 0.87 0.62
O 4.21716 1.97952 1.29539 -0.59 -0.35 1.68
H 3.18007 0.11425 -0.52399 0.03 0.07 -0.95
H 4.83001 -0.26470 -0.96917 0.69 0.44 0.20
H 3.49434 0.03102 1.61205 -0.08 0.51 0.25
O 0.26317 -1.13573 -2.37591 0.44 -0.38 0.39
C 0.00373 -0.14609 -1.78309 0.89 1.31 -2.14
O 0.90386 0.85815 -1.45138 -0.31 -0.87 0.95
C 0.26624 1.62891 -0.41504 -0.65 -1.28 0.27
C -1.20000 1.17748 -0.48379 -0.95 0.38 -1.63
F -2.04765 2.20750 -0.78179 0.14 -0.08 0.49
O -1.21989 0.33276 -1.60871 -0.80 -0.62 0.59
H 0.54535 1.20578 0.55369 0.94 0.90 0.07
H 0.38687 2.68699 -0.61594 0.18 0.02 0.40
H -1.62887 0.54556 0.29397 0.15 0.71 0.60
C -1.78037 -3.23016 -0.72035 -0.79 -0.78 -1.23
O -2.72829 -2.15978 -0.61457 0.17 0.78 0.17
C -3.30220 -1.88875 0.57408 1.03 0.62 -0.28
O -3.31807 -2.60732 1.52057 -0.33 -0.61 0.80
O -3.72191 -0.61545 0.53091 0.41 0.24 -1.19
C -4.39624 0.06234 1.59241 -0.60 -1.49 -0.14
H -0.84075 -3.13171 -0.18304 -0.41 0.19 0.70
H -1.48315 -3.26896 -1.76868 -0.13 0.49 -0.04
H -2.32145 -4.16723 -0.59702 0.36 -0.13 0.75
H -5.06014 -0.66934 2.05814 0.06 0.23 0.36
H -5.01258 0.79709 1.08332 0.23 0.30 0.24
H -3.69389 0.46592 2.31789 -0.02 0.12 -0.08
```
Positions in Å, forces in eV/Å.

Properties
- gap between HOMO and LUMO (eV) = 11.11
- ΔE to the lowest compared entry with this formula, charge and spin (kcal per mole) = 0.00
- structure (SMILES) = O=C1OC[C@@H](F)O1.O=C1OC[C@@H](F)O1.COC(=O)OC
- M (g/mol) = 302.182
- multiplicity = 1
- largest force on an atom (Eh/bohr) = 0.054



Record 5
The following is a quantum chemistry calculation of a structure of composition C9H12F9InO2PSi2, from the OMol25 dataset.

The geometry in XYZ format:
```
36
Properties=species:S:1:pos:R:3:forces:R:3
C -1.60997 -2.36636 3.00992 -0.37 0.17 -1.58
C -1.66121 -1.33514 2.35346 -0.15 1.04 -1.00
C -1.72458 -0.10519 1.41501 -0.78 -1.95 1.30
Si -0.52941 1.31778 1.95017 2.10 -2.75 -2.18
O 0.97487 0.68139 2.42056 -1.27 1.33 -1.66
Si 2.29510 1.15190 1.39754 0.98 0.49 1.03
C 2.86075 -0.31292 0.23007 0.14 -1.77 -1.55
C 2.17178 -0.14248 -1.21110 0.52 0.04 1.69
C 1.25539 -1.37709 -1.51587 1.39 -1.40 -0.53
F 0.54046 -1.83993 -0.40115 0.78 1.21 -1.16
F 2.12213 -2.42245 -1.85830 -1.32 1.53 0.70
C 0.26045 -1.20601 -2.74680 -1.36 -1.65 -0.65
F 0.75196 -1.77404 -3.90202 -0.30 1.60 2.07
F -0.87826 -1.97082 -2.43520 1.42 1.31 -0.20
C -0.26371 0.25959 -2.98369 -0.79 0.90 -1.26
F 0.68696 1.09720 -3.54087 -1.06 -1.58 1.47
F -0.73177 0.80866 -1.76148 1.12 -0.84 -1.20
C -1.52455 0.34534 -3.98003 -0.53 2.01 -0.99
F -2.68969 -0.04357 -3.38920 1.90 -0.07 -0.97
F -1.26561 -0.24904 -5.17055 -0.61 0.30 2.19
F -1.66521 1.70417 -4.24451 0.20 -2.07 0.57
P -1.61382 2.44152 3.59264 -3.95 1.05 3.14
O -2.94364 1.71850 3.85755 1.94 0.25 -0.76
H -1.79437 -3.45353 3.27344 1.67 3.74 -2.70
H -2.79658 0.26454 1.31171 1.19 -0.23 0.44
H -1.40576 -0.43311 0.38068 0.17 0.38 0.92
H -0.28023 2.28853 0.87525 -0.21 0.34 0.13
H 1.97380 2.32230 0.56872 -0.50 -0.16 -0.11
H 3.44619 1.52827 2.24961 -0.12 -0.42 0.23
H 2.61444 -1.29371 0.72261 0.15 0.99 -0.28
H 3.98745 -0.23461 0.17819 -1.09 0.34 0.32
H 3.02443 -0.09024 -1.95926 -1.09 0.02 0.63
H 1.64109 0.84858 -1.18665 0.19 -1.00 -0.72
H -0.89226 2.51889 4.82337 0.40 0.08 -0.63
H -1.97462 3.73182 3.04983 0.80 -0.43 -0.10
In -2.36198 -4.37872 4.62635 -1.53 -2.78 3.38
```
Positions in Å, forces in eV/Å.

Properties
- gap between HOMO and LUMO (eV) = 3.17
- M (g/mol) = 525.139
- multiplicity = 1
- net charge = +3
- largest force on an atom (Eh/bohr) = 0.100



Record 6
The following is a quantum chemistry calculation of a structure of composition C9H12FeN4, from the OMol25 dataset.

The geometry in XYZ format:
```
26
Properties=species:S:1:pos:R:3:forces:R:3
Fe 15.05836 3.20965 5.60480 -1.58 1.11 -0.04
C 15.60806 4.77332 8.33464 -1.27 -2.31 -0.81
C 16.55966 4.28052 7.29372 -1.07 2.61 -0.76
C 16.64444 5.01296 5.95694 -2.98 -1.20 -0.09
C 17.46208 4.38675 5.04412 1.59 1.48 -5.69
C 18.42260 3.32149 5.31347 0.68 1.53 2.02
C 18.49192 2.89130 6.68262 -0.07 1.36 -0.45
C 17.50188 3.35866 7.56783 2.72 -2.52 -1.44
H 15.44630 5.75930 8.04304 -1.43 1.73 -0.37
H 16.10811 4.87092 9.27166 0.29 -0.63 1.06
H 14.60124 4.08758 8.45340 2.31 1.78 -0.17
H 15.71024 5.74809 5.65973 2.95 -1.29 0.77
H 17.73043 4.83749 3.79355 -1.57 -1.14 4.02
H 19.37971 3.20226 4.78171 -0.94 -0.11 -0.69
H 19.50547 2.57247 6.97222 -0.87 -0.78 0.45
H 17.63096 2.97170 8.51218 -0.17 -0.53 2.46
N 8.60800 4.37608 5.53139 -2.14 1.38 -1.59
C 9.82621 4.25400 5.15347 4.86 0.59 -0.58
N 10.13323 4.25638 3.81919 -2.28 -0.46 1.99
N 10.84141 4.26805 6.10112 4.83 -0.60 -0.31
C 12.17978 4.17552 5.89248 -12.44 0.47 0.46
N 13.29760 4.13770 5.69619 7.58 -1.35 -0.57
H 8.02000 4.94680 4.88259 0.19 -1.12 0.74
H 8.31300 4.37271 6.47360 -0.01 -0.01 1.21
H 9.30349 3.84122 3.39846 0.76 0.14 -1.30
H 11.05216 3.99068 3.52722 0.07 -0.12 -0.29
```
Positions in Å, forces in eV/Å.

Properties
- gap between HOMO and LUMO (alpha / beta) (eV) = 7.10 / 3.85
- ΔE to the lowest compared entry with this formula, charge and spin (kcal per mole) = 0.00
- M (g/mol) = 232.068
- multiplicity = 6
- net charge = +3
- largest force on an atom (Eh/bohr) = 0.242